19
Properties=species:S:1:pos:R:3:forces:R:3:mulliken_charge:R:1 method="wB97M-V/def2-TZVPD" orbital_gap_ev="8.57 / 8.57" e_homo_ev="-8.05 / -8.05" de_lowest_kcal_mol=143.0 charge=0
C 1.07891 -2.35676 -1.89954 -3.0020 -3.8749 -2.6555 -0.3510
C -0.79157 0.06398 1.35556 -1.9988 0.1490 1.6911 0.1727
C 1.18900 -0.56320 -0.37450 2.2103 2.6529 2.7771 -0.0407
C 0.24467 0.51157 2.30484 1.5205 3.2800 -2.0810 -0.9316
C -1.82060 0.73565 0.81797 2.8823 0.6427 1.1268 -1.0828
C 0.17564 1.19418 -1.39977 -0.4956 -0.0210 -0.3043 -0.8520
N 0.86321 -1.29970 -1.29138 0.0015 -1.1746 -0.5429 -0.0314
O 1.15575 0.77520 -0.41377 -0.9878 -1.0182 -1.5154 -0.2189
H 1.89587 -2.65413 -2.51854 1.3040 0.6372 0.1739 0.2548
H 0.24982 -3.15747 -2.09965 0.9550 1.7503 0.7523 0.1813
H 1.20872 -0.02088 2.04961 -0.7248 1.2038 0.1823 0.2720
H 0.24262 1.70656 2.27864 0.7606 -2.5188 0.2129 0.2101
H 0.01949 0.20420 3.27593 -0.7113 -0.4444 1.6673 0.4032
H -2.60824 0.26780 0.35549 -1.7265 -1.1241 -1.0118 0.4014
H -0.88018 -0.96986 1.55355 -0.4653 -1.5195 -0.9231 0.2920
H -1.77879 1.81263 0.76733 -0.1241 0.2749 0.0930 0.3181
H -0.66165 0.51547 -1.30389 -0.1228 -0.3155 -0.1741 0.3622
H 0.46740 1.14460 -2.48788 0.3191 0.6118 1.3114 0.3003
H -0.25009 2.09015 -0.97000 0.4055 0.8082 -0.7798 0.3403

---

66
Properties=species:S:1:pos:R:3:forces:R:3:lowdin_spin:R:1 method="wB97M-V/def2-TZVPD" s2=6.124 orbital_gap_ev="6.94 / 4.95" e_homo_ev="-9.96 / -10.71" multiplicity=5 charge=+1
Pt 10.97032 13.14077 13.54710 -0.6807 0.1569 -0.1197 0.6907
C 7.31156 14.18040 17.74650 -1.1878 0.2845 -0.0973 0.1901
C 7.26948 13.85998 16.38690 0.4979 -0.0782 0.3515 0.0013
C 8.41415 13.58112 15.68882 -0.9999 1.1139 -1.0955 0.1215
C 9.65346 13.68587 16.35841 1.2384 -0.4689 -0.9493 0.0625
C 9.69733 14.08641 17.74432 0.3182 -0.6406 -1.3065 0.1411
C 8.52861 14.39298 18.37058 -0.3366 -0.2145 0.5607 0.0004
N 10.76588 13.42517 15.59632 -0.9708 0.0341 0.3623 0.4208
N 11.94422 13.30548 16.31948 0.4290 -0.2355 0.6919 0.3565
C 12.96313 13.02225 15.54085 0.3616 0.0574 0.6651 0.1110
C 14.27600 12.72850 16.08564 -0.6450 -0.4764 1.1975 0.1049
C 15.33966 12.61184 15.26352 0.9613 0.6999 -0.2156 0.0104
C 15.19519 12.89287 13.86009 -0.2794 -0.8490 0.6552 0.2180
C 13.94596 12.99150 13.27964 -0.8801 0.5498 1.0184 -0.0006
C 12.81981 13.03514 14.13377 0.8630 0.0733 -1.8589 0.2522
H 6.35610 14.30504 18.29264 0.8008 0.1089 -0.3515 0.0084
H 6.35058 13.92204 15.86375 -0.8374 -0.2711 -0.3177 -0.0035
H 8.28265 13.52312 14.57541 0.7210 -0.3101 1.3566 0.0040
H 10.64449 14.06058 18.23539 0.3970 0.3051 0.2067 0.0070
H 8.50218 14.76414 19.37664 0.2841 -0.0702 0.4010 -0.0035
H 14.35649 12.51296 17.17667 -0.1016 0.4144 -1.0217 0.0029
H 16.33714 12.43016 15.71503 -0.7734 0.0309 -0.5843 -0.0025
H 16.03496 12.91158 13.20416 0.6658 0.0212 -0.1414 0.0127
H 13.85871 13.15065 12.21162 -0.1691 -0.0931 0.1993 -0.0047
N 15.22220 10.83505 6.38553 -2.1908 -0.1569 -0.2283 0.0004
C 14.23894 11.04244 7.38396 1.1163 0.9454 -1.0838 0.0005
C 14.66040 11.26418 8.67953 -1.0329 -0.5231 1.5369 -0.0001
C 13.75549 11.47223 9.73959 0.6633 0.9248 0.2437 0.0004
C 12.43038 11.71024 9.41557 -0.9482 -0.7929 -1.9732 0.0004
C 12.00294 11.54281 8.04293 -0.8859 0.0833 1.8899 0.0005
C 12.87234 11.18328 7.06286 1.4219 0.0561 0.6456 0.0000
S 11.10041 11.85976 10.54797 1.9153 1.1426 1.9866 0.0037
O 9.85942 12.04621 9.91965 -1.6928 0.4774 -1.6308 0.0003
O 11.14875 10.79500 11.50750 0.5348 -0.3572 0.3627 0.0125
N 11.45601 13.23547 11.51446 0.1100 -2.1959 0.1197 0.0145
C 11.13896 14.52428 11.29086 -1.0686 0.7718 -0.4955 0.0062
N 10.91939 15.14050 12.45884 0.0428 0.1333 0.8256 0.1763
C 10.55036 16.41843 12.52910 0.2324 -0.1380 -0.0203 0.0166
C 10.41882 17.14172 11.33031 -0.2928 -1.1941 0.7417 0.0089
C 10.58992 16.40189 10.15792 0.4625 0.4899 0.6016 -0.0045
N 10.94025 15.12926 10.13801 0.4046 -0.5097 -1.1112 0.0089
H 16.15212 11.08859 6.58673 0.9602 0.2127 0.6393 0.0000
H 14.97913 11.16339 5.45524 -0.1491 -0.2744 0.3132 0.0000
H 15.68894 11.17715 8.92526 0.8209 -0.0465 0.0853 0.0000
H 14.13630 11.60774 10.78663 -0.4558 -0.3734 -1.1897 -0.0003
H 10.92079 11.63188 7.87614 0.6303 0.1226 -0.2275 0.0000
H 12.61933 11.08172 6.04530 -0.6968 -0.1784 -0.9545 0.0000
H 10.41596 16.71256 13.59049 -0.1258 0.5476 -1.0840 0.0017
H 10.06573 18.14042 11.24155 -0.0001 0.6630 0.3508 0.0014
H 10.49764 16.92972 9.21236 -0.1472 -0.3354 -0.0719 -0.0003
O 8.64003 12.82677 12.57164 0.1926 -0.1961 0.7146 0.0439
C 8.02684 11.80322 12.33118 0.8054 -0.8203 -1.1498 0.0177
C 8.42946 10.37007 12.63167 -0.6172 1.7355 0.3646 0.1504
C 7.67881 9.47372 11.92272 0.3330 0.2666 -0.2975 -0.0049
C 7.87033 8.11120 12.04000 -0.2928 -0.3781 0.3977 0.2297
C 8.76306 7.63944 12.99490 1.2458 -1.9551 0.2540 -0.0197
C 9.52988 8.48560 13.75095 0.6323 0.3712 0.3850 0.2210
C 9.43319 9.94527 13.65319 -1.9922 -1.7512 -1.9770 0.0661
O 10.09082 10.66136 14.35594 1.1029 1.6195 0.9679 0.2790
N 7.00870 7.17319 11.23589 0.2740 -0.0786 0.5378 0.0168
O 7.28032 5.99797 11.34012 0.0727 0.1184 -0.0704 0.0250
O 6.09165 7.63679 10.59061 0.4458 0.2592 0.1915 0.0261
H 7.14864 11.85241 11.63414 0.2947 0.1072 0.6743 -0.0005
H 6.97834 9.78432 11.18060 -0.5252 0.4424 -0.2641 -0.0039
H 8.98246 6.55345 13.09018 -0.5544 0.8619 -0.1665 -0.0041
H 10.33402 8.17277 14.44040 -0.7223 -0.2397 -0.4402 0.0076

---

no.,molar mass (g mol⁻¹),E (eV)
1,113.2,-9932.2549
2,791.7,-67212.8337